Entry 1:
# C9H34N10O8

A cluster of 8 separate species, C9H34N10O8 in total at a distorted geometry (ωB97M-V with the def2-TZVPD basis set, OMol25).

Output
* molar mass: 410.43 g/mol
* SMILES: NC(N)=O.NC(N)=O.NC(N)=O.NC(N)=O.NC(N)=O.CCO.CO.CO
* electronic energy: -41164.6548 eV
* frontier orbital gap: 9.792 eV

ORCA input file:
```
! RIJCOSX wB97M-V def2-TZVPD def2/J DEFGRID3
* xyz 0 1
C 6.81780 -14.45908 -21.35200
O 5.94922 -15.47790 -21.75637
H 7.52428 -14.72025 -20.56412
H 7.47332 -14.19271 -22.18113
H 6.33047 -13.51195 -21.12055
H 5.75249 -15.25761 -22.66981
C 2.01275 -19.40339 -19.15179
O 3.25755 -19.36013 -19.85559
H 1.32597 -18.93463 -19.85656
H 1.64695 -20.42814 -19.21639
H 2.07762 -19.05386 -18.12139
H 3.27254 -18.47088 -20.21698
C -2.75842 -20.50557 -14.01116
O -3.34411 -21.24244 -14.76200
N -3.35378 -19.59716 -13.28822
N -1.49761 -20.52886 -13.72280
H -2.89931 -18.94947 -12.66048
H -4.35981 -19.55531 -13.36732
H -0.88536 -21.15745 -14.22293
H -1.16268 -19.77859 -13.13542
C -4.98123 -15.55442 -19.35807
O -4.84811 -14.99615 -18.34954
N -5.47354 -15.05841 -20.46765
N -4.46706 -16.72271 -19.61716
H -5.26817 -15.62252 -21.27988
H -5.86964 -14.12996 -20.50184
H -4.67527 -17.18690 -20.48967
H -4.04376 -17.28368 -18.89175
C 7.14394 -24.01003 -21.02197
O 7.96356 -24.82041 -21.21586
N 7.21880 -22.73121 -20.92167
N 5.89226 -24.35959 -20.72895
H 6.43907 -22.19947 -20.56199
H 8.02771 -22.18658 -21.18460
H 5.20460 -23.66046 -20.48724
H 5.65409 -25.33912 -20.79129
C -0.86486 -25.31790 -20.33479
O -1.68041 -24.64558 -19.78316
N -1.16327 -25.95375 -21.41349
N 0.25909 -25.53531 -19.80990
H -2.03599 -25.82019 -21.90402
H -0.40538 -26.49934 -21.79823
H 0.43361 -25.12543 -18.90346
H 0.88397 -26.23978 -20.17506
C 2.79366 -15.85807 -26.37080
O 3.91467 -15.38554 -26.10053
N 2.39902 -17.00292 -25.93030
N 1.77747 -15.36346 -26.99770
H 1.47001 -17.32757 -26.15749
H 3.08039 -17.70427 -25.67736
H 1.95972 -14.46666 -27.42505
H 0.93563 -15.91617 -27.07466
C 7.58515 -19.70802 -25.96008
C 8.63664 -20.72294 -25.84425
O 9.05824 -21.19207 -27.14324
H 7.85800 -18.90796 -26.64824
H 7.39477 -19.44254 -24.92019
H 6.71257 -20.15375 -26.43760
H 8.16449 -21.63578 -25.48108
H 9.41009 -20.34464 -25.17585
H 9.90603 -20.76624 -27.28993
*
```


Entry 2:
# C23H24AsFeN5S

A structure of composition C23H24AsFeN5S (ωB97M-V with the def2-TZVPD basis set, OMol25).

Output
* molar mass: 533.31 g/mol
* electronic energy: -137746.8535 eV
* frontier orbital gap (spin up / spin down): 6.720 / 7.477 eV
* expectation value of S²: 0.862

ORCA input file:
```
! RIJCOSX wB97M-V def2-TZVPD def2/J DEFGRID3
* xyz 1 2
Fe 0.08116 -0.11460 0.17118
N 3.45654 2.41782 -0.04687
C 2.26540 1.80727 -0.08777
S 2.24778 0.09419 0.34169
N 1.22592 2.51577 -0.45128
N 0.09534 1.74344 -0.46457
C -1.00059 2.21475 -0.95546
C -1.17745 3.56715 -1.52708
C -0.85590 4.69560 -0.77768
C -1.04802 5.95792 -1.31277
C -1.53855 6.10126 -2.60404
C -1.84353 4.97978 -3.36126
C -1.67098 3.71420 -2.82122
C -2.12698 1.24427 -0.90311
C -3.43198 1.55510 -1.23212
C -4.39404 0.55182 -1.17612
C -4.02745 -0.72608 -0.79515
C -2.70799 -0.96201 -0.44378
N -1.78974 0.00563 -0.48746
H 4.29117 1.87809 0.09939
H 3.53899 3.34760 -0.42534
H -0.45042 4.58249 0.21916
H -0.80501 6.83265 -0.72459
H -1.67841 7.08929 -3.02242
H -2.21306 5.08798 -4.37200
H -1.90162 2.83825 -3.41654
H -3.68481 2.56150 -1.53155
H -5.42082 0.77221 -1.43683
H -4.74573 -1.53228 -0.75651
H -2.35978 -1.93481 -0.11896
N -0.05826 -3.03765 1.06879
C 0.07620 -1.93736 0.73956
C 0.61851 -0.10734 3.70195
As -0.70809 0.23970 2.35954
C -2.19123 -0.84311 2.92205
C -1.22778 2.10583 2.63344
C -1.94657 2.30663 3.93563
C -3.32975 2.16038 4.00766
C -3.99321 2.31737 5.21448
C -3.27913 2.62209 6.36597
C -1.90273 2.77637 6.30233
C -1.24008 2.62134 5.09244
H 0.19918 0.16883 4.66865
H 1.51947 0.46365 3.49361
H 0.85225 -1.17027 3.68273
H -2.43321 -0.55919 3.94423
H -1.87941 -1.88410 2.86700
H -3.05751 -0.68712 2.28305
H -1.83826 2.40684 1.78189
H -0.29288 2.66724 2.59290
H -3.89237 1.92794 3.10902
H -5.06846 2.20451 5.25747
H -3.79648 2.74836 7.30751
H -1.34265 3.02470 7.19399
H -0.16470 2.75405 5.04638
*
```


Entry 3:
# C2H5AlBrO2

A structure of composition C2H5AlBrO2 (ωB97M-V with the def2-TZVPD basis set, OMol25).

Output
* molar mass: 167.95 g/mol
* electronic energy: -82892.7366 eV
* frontier orbital gap: 8.610 eV

ORCA input file:
```
! RIJCOSX wB97M-V def2-TZVPD def2/J DEFGRID3
* xyz -1 1
O -0.01750 2.61562 0.74394
C -0.12927 1.75661 -0.06985
Br 0.76969 2.13214 -1.83684
C -0.80152 0.47083 -0.05792
Al 0.29850 -1.29423 -0.23317
O 0.45519 -1.87281 1.43563
H -1.56238 0.47698 -0.84386
H -1.27512 0.39122 0.92719
H -0.57917 -2.33112 -1.11689
H 1.76707 -1.02600 -0.86246
H 1.07452 -1.31923 1.91421
*
```


Entry 4:
# C22H25N3O8

A cluster of 4 separate species, C22H25N3O8 in total at a distorted geometry (ωB97M-V with the def2-TZVPD basis set, OMol25).

Output
* molar mass: 459.45 g/mol
* electronic energy: -44048.5289 eV
* frontier orbital gap (spin up / spin down): 9.236 / 3.746 eV
* expectation value of S²: 0.757

ORCA input file:
```
! RIJCOSX wB97M-V def2-TZVPD def2/J DEFGRID3
* xyz 1 2
C 12.37408 23.92275 21.51078
C 11.77183 25.01823 20.90671
C 12.54132 25.89723 20.11825
C 13.92232 25.57814 19.92768
C 14.48752 24.36502 20.40451
C 13.73732 23.57961 21.23432
N 14.78670 26.48048 19.10409
O 14.27286 27.44315 18.63552
O 15.97957 26.24386 19.06840
H 11.95052 23.29834 22.28352
H 10.81835 25.37529 21.26698
H 12.12003 26.83508 19.78759
H 15.51086 24.05965 20.24355
H 14.17825 22.69994 21.67947
C 17.85001 22.07325 16.70402
C 18.43508 20.84863 17.19974
C 17.85178 20.29551 18.32910
C 16.67804 20.74162 18.90423
C 16.15970 21.90872 18.33982
C 16.67542 22.45306 17.24691
N 16.12521 20.06413 20.10622
O 16.66141 19.08678 20.59257
O 15.06809 20.55157 20.63488
H 18.09358 22.69844 15.85773
H 19.39919 20.51874 16.84190
H 18.29723 19.34251 18.57357
H 15.25982 22.37124 18.71755
H 16.37032 23.42451 16.88690
C 7.49347 20.64735 16.50862
C 8.79308 20.48497 16.73218
C 9.58512 19.74991 15.83878
C 9.03010 19.17309 14.75827
C 7.63746 19.31597 14.50476
C 6.94725 20.08260 15.37661
N 9.84574 18.43124 13.78319
O 9.27180 17.57446 13.06094
O 11.12441 18.54958 13.87454
H 6.80402 21.19301 17.13576
H 9.19496 21.01587 17.58249
H 10.61506 19.54569 16.09162
H 7.05016 18.91767 13.69062
H 5.92456 20.37950 15.19672
C 11.83225 20.91289 19.27331
O 11.86616 21.14959 17.80858
C 12.73093 22.24316 17.30193
C 12.25682 22.78434 15.95012
O 11.37625 23.89650 15.97269
C 10.04985 23.62361 16.42445
H 12.83428 20.84982 19.69766
H 11.21571 20.02215 19.39393
H 11.30932 21.71064 19.80078
H 13.74994 21.99823 17.00235
H 12.73892 23.12137 17.94751
H 11.79775 21.96526 15.39649
H 13.18406 22.98686 15.41411
H 9.58834 22.87111 15.78503
H 9.49312 24.53255 16.19644
H 9.87262 23.45669 17.48690
*
```


Entry 5:
# C6H4N4O4

An isolated molecule of C6H4N4O4 at a distorted geometry (ωB97M-V with the def2-TZVPD basis set, OMol25).

Output
* molar mass: 196.12 g/mol
* SMILES: O=C=NC(=O)/N=C1/OCCN1N=C=O
* electronic energy: -20434.3966 eV
* frontier orbital gap: 9.657 eV

ORCA input file:
```
! RIJCOSX wB97M-V def2-TZVPD def2/J DEFGRID3
* xyz 0 1
C 1.94073 -2.16313 -3.24549
C 2.69239 0.51019 -3.00828
C -0.13072 -1.39825 -4.30773
C 0.31446 0.52023 -0.17230
C -0.71484 -0.58660 0.08883
C 0.63709 -1.48739 -1.46163
N 1.25271 -2.33764 -2.13296
N 1.03286 -1.60949 -4.21204
N 1.97958 0.48060 -2.04165
N 1.01823 -0.18434 -1.38967
O 3.09414 -2.25307 -3.45488
O 3.31122 0.84221 -3.91192
O -1.26165 -1.14492 -4.46734
O -0.35118 -1.79026 -0.59729
H -0.19715 1.33490 -0.67456
H 1.11625 0.63704 0.54333
H -0.78541 -0.94439 1.11214
H -1.63515 -0.25711 -0.18655
*
```


Entry 6:
# C2H3LiNaO

A structure of composition C2H3LiNaO at a distorted geometry (ωB97M-V with the def2-TZVPD basis set, OMol25).

Output
* molar mass: 72.98 g/mol
* electronic energy: -8785.7435 eV
* frontier orbital gap (spin up / spin down): 4.144 / 7.110 eV
* expectation value of S²: 0.796

ORCA input file:
```
! RIJCOSX wB97M-V def2-TZVPD def2/J DEFGRID3
* xyz 0 2
O 0.11565 -1.51045 0.00804
C -0.16733 -1.06787 -1.22353
Na -3.46260 -2.20393 -1.08116
Li -1.91469 -0.96172 1.39466
H -0.76579 -1.84169 -1.77684
C -1.42375 0.30721 -1.04335
H -0.89765 1.21172 -0.67545
H -1.82761 0.55305 -2.04061
*
```


Which value of electronic energy does entry 1 give? -41164.6548 eV


electronic energy of number 2 (C23H24AsFeN5S)? -137746.8535 eV


The lowest electronic energy belongs to which entry? C23H24AsFeN5S